Arrangement 1

Formula: C15H18N4O4
Source: the Open Molecules 2025 dataset
Level of theory: ωB97M-V/def2-TZVPD

Summary:
- SMILES string = N[C@@H](Cc1c[nH]cn1)C(=O)N[C@@H](Cc1ccc(O)cc1)C(=O)O
- HOMO level (eV) = -8.91

Atoms and positions in Å:
N: -0.153 2.256 1.821
C: -1.070 2.316 0.641
C: -0.165 2.917 -0.422
C: 0.957 1.972 -0.778
C: 2.251 1.991 -0.358
N: 2.970 1.011 -1.086
C: 1.975 0.467 -1.846
N: 0.774 0.997 -1.680
C: -2.006 1.110 0.509
O: -2.688 0.813 1.499
N: -1.899 0.350 -0.632
C: -2.369 -1.035 -0.648
C: -1.685 -1.920 0.359
C: -0.197 -1.761 0.376
C: 0.521 -2.366 -0.633
C: 1.965 -2.396 -0.619
C: 2.606 -1.803 0.421
O: 3.968 -1.773 0.450
C: 1.932 -1.297 1.502
C: 0.577 -1.350 1.514
C: -3.849 -1.077 -0.599
O: -4.437 -2.105 -0.372
O: -4.536 0.051 -0.821
H: 0.472 1.464 1.698
H: -0.631 2.046 2.683
H: -1.796 3.107 0.817
H: 0.367 3.857 -0.111
H: -0.671 3.214 -1.354
H: 2.539 2.490 0.565
H: 3.808 0.403 -0.944
H: 2.349 -0.273 -2.592
H: -1.073 0.489 -1.202
H: -2.136 -1.473 -1.635
H: -1.896 -3.000 0.070
H: -2.025 -1.715 1.385
H: 0.009 -2.913 -1.493
H: 2.538 -2.735 -1.440
H: 4.211 -1.292 1.275
H: 2.460 -0.787 2.363
H: -0.020 -1.062 2.391
H: -3.950 0.814 -1.075

Atomic partial charges in e from the Löwdin method, atoms 1 to 2:
1 N 0.074
2 C -0.280

=====

Arrangement 2

Formula: C15H18N4O4
Source: the Open Molecules 2025 dataset
Level of theory: ωB97M-V/def2-TZVPD

Summary:
- SMILES string = N[C@@H](Cc1c[nH]cn1)C(=O)N[C@@H](Cc1ccc(O)cc1)C(=O)O
- HOMO level (eV) = -8.71

Atoms and positions in Å:
N: -0.127 -3.087 -0.474
C: 0.740 -1.974 0.100
C: 2.162 -2.181 -0.450
C: 3.362 -1.387 -0.068
C: 4.699 -1.804 0.190
N: 5.372 -0.633 0.513
C: 4.476 0.388 0.511
N: 3.268 -0.070 0.070
C: 0.293 -0.616 -0.404
O: -0.158 -0.688 -1.560
N: 0.265 0.478 0.378
C: -0.210 1.745 -0.331
C: -1.487 2.215 0.334
C: -2.576 1.115 0.401
C: -2.736 0.182 1.358
C: -3.604 -0.935 1.282
C: -4.429 -0.955 0.166
O: -5.474 -1.894 0.093
C: -4.429 0.046 -0.748
C: -3.509 1.081 -0.671
C: 0.855 2.859 -0.224
O: 0.600 4.061 -0.058
O: 2.103 2.592 -0.332
H: -1.078 -2.978 -0.002
H: -0.367 -2.583 -1.486
H: 0.576 -2.158 1.318
H: 2.098 -2.045 -1.541
H: 2.286 -3.294 -0.128
H: 5.253 -2.713 0.191
H: 6.252 -0.621 1.075
H: 4.639 1.502 0.532
H: 1.077 0.479 1.194
H: -0.245 1.405 -1.396
H: -1.332 2.780 1.376
H: -1.845 3.206 -0.143
H: -2.141 0.010 2.242
H: -3.511 -1.733 2.078
H: -4.966 -2.738 0.590
H: -5.271 0.030 -1.432
H: -3.455 1.831 -1.409
H: 2.360 1.561 -0.294

Atomic partial charges in e from the Löwdin method, atoms 1 to 2:
1 N -0.001
2 C -0.340

=====

Energies, relative to the best one, in kcal/mol: arrangement 1 0.0; arrangement 2 54.3.

=====

Arrangement 1

Formula: C2H3N2O2
Source: the Open Molecules 2025 dataset
Level of theory: ωB97M-V/def2-TZVPD

Summary:
- charge = -1
- HOMO level (spin up / spin down) (eV) = -1.47 / -2.44

Atoms and positions in Å:
C: 0.507 0.232 0.072
C: 0.503 -1.122 -0.434
N: 0.654 0.619 1.305
N: -2.252 0.696 0.295
O: -1.413 0.511 -0.549
O: 0.117 -2.174 0.053
H: 0.657 0.952 -0.760
H: 0.763 -1.275 -1.551
H: 0.464 1.560 1.569

Atomic partial charges in e from the Löwdin method, atoms 1 to 2:
1 C -0.424
2 C -0.349

=====

Arrangement 2

Formula: C2H3N2O2
Source: the Open Molecules 2025 dataset
Level of theory: ωB97M-V/def2-TZVPD

Summary:
- charge = -1
- SMILES string = O=NC/C=N/[O-]
- HOMO level (spin up / spin down) (eV) = -2.51 / -2.51

Atoms and positions in Å:
O: 2.236 -1.118 -0.165
N: 1.823 -0.142 0.570
C: 0.633 0.488 0.137
C: -0.719 -0.224 -0.189
N: -1.820 0.035 0.401
O: -2.844 -0.611 0.077
H: 0.970 1.288 -0.714
H: 0.336 1.237 0.905
H: -0.615 -0.953 -1.022

Atomic partial charges in e from the Löwdin method, atoms 1 to 2:
1 O -0.096
2 N -0.066

=====

Arrangement 3

Formula: C2H3N2O2
Source: the Open Molecules 2025 dataset
Level of theory: ωB97M-V/def2-TZVPD

Summary:
- charge = -1
- HOMO level (eV) = -3.03

Atoms and positions in Å:
C: 0.282 0.140 1.616
C: -0.763 -0.032 -0.455
N: 1.367 -0.127 1.472
N: 0.467 -0.027 -0.999
O: 0.824 0.767 -1.889
O: 1.255 -0.887 -0.581
H: -0.701 0.406 1.714
H: -1.263 -0.937 -0.094
H: -1.468 0.697 -0.785

Atomic partial charges in e from the Löwdin method, atoms 1 to 2:
1 C -0.187
2 C -0.136

=====

Energies, relative to the best one, in kcal/mol: arrangement 1 0.0; arrangement 2 11.6; arrangement 3 5.8.

=====

Arrangement 1

Formula: C28H30Cl2N4O3S2Sr
Source: the Open Molecules 2025 dataset
Level of theory: ωB97M-V/def2-TZVPD

Summary:
- charge = -2
- HOMO level (eV) = 0.04

Atoms and positions in Å:
Sr: -0.022 0.242 0.390
O: -0.239 -0.228 -2.024
C: 0.204 0.117 -3.181
C: 0.136 -0.825 -4.239
C: 0.839 -0.581 -5.363
C: 1.691 0.585 -5.494
C: 1.625 1.564 -4.554
C: 0.831 1.403 -3.421
C: 0.536 2.526 -2.507
N: -0.053 2.491 -1.232
C: 0.110 3.745 -0.756
C: 0.796 4.572 -1.610
N: 0.964 3.816 -2.730
H: -0.513 -1.765 -4.161
H: 0.726 -1.229 -6.254
H: 2.296 0.741 -6.378
H: 2.265 2.397 -4.727
H: -0.367 3.950 0.251
H: 0.968 5.649 -1.630
H: 1.319 4.152 -3.614
S: 3.001 0.569 0.364
C: 3.241 2.196 0.724
C: 4.367 2.818 0.064
C: 4.885 4.062 0.394
C: 4.119 4.793 1.333
C: 2.992 4.299 1.936
C: 2.481 3.022 1.657
S: 0.902 2.580 2.158
H: 4.732 2.096 -0.737
H: 5.768 4.495 -0.015
H: 4.439 5.809 1.558
H: 2.607 4.870 2.775
Cl: 2.581 -6.128 4.288
C: 1.759 -4.742 3.669
C: 1.337 -3.748 4.590
C: 0.710 -2.593 4.135
Cl: 0.215 -1.500 5.384
C: 0.481 -2.302 2.776
O: -0.250 -1.322 2.430
C: 1.050 -3.284 1.813
C: 1.004 -3.171 0.381
O: 1.015 -2.067 -0.273
C: 1.537 -4.527 2.298
H: 1.517 -3.776 5.666
H: 0.920 -4.137 -0.163
H: 1.893 -5.322 1.658
C: -2.493 0.913 2.674
N: -2.637 0.642 1.208
C: -3.479 1.634 0.526
C: -3.247 -0.735 1.115
C: -3.205 -1.365 -0.253
N: -2.616 -2.744 -0.126
C: -2.158 -3.267 -1.376
C: -3.581 -3.732 0.453
H: -3.367 0.765 3.271
H: -2.192 1.977 2.739
H: -1.706 0.285 3.087
H: -4.454 1.774 1.048
H: -3.614 1.374 -0.517
H: -3.037 2.625 0.581
H: -4.283 -0.621 1.392
H: -2.755 -1.390 1.883
H: -2.667 -0.740 -0.952
H: -4.204 -1.499 -0.807
H: -3.041 -3.368 -2.104
H: -1.728 -4.266 -1.388
H: -1.486 -2.557 -1.811
H: -4.481 -3.729 -0.099
H: -3.863 -3.518 1.494
H: -3.121 -4.768 0.329

Atomic partial charges in e from the Löwdin method, atoms 1 to 2:
1 Sr 1.132
2 O -0.250

=====

Arrangement 2

Formula: C28H30Cl2N4O3S2Sr
Source: the Open Molecules 2025 dataset
Level of theory: ωB97M-V/def2-TZVPD

Summary:
- charge = -2
- HOMO level (eV) = 0.28

Atoms and positions in Å:
Sr: -18.940 4.926 -3.157
O: -17.220 3.249 -3.681
C: -16.903 2.152 -4.249
C: -15.586 2.018 -4.827
C: -15.014 0.803 -5.120
C: -15.833 -0.346 -4.973
C: -17.185 -0.243 -4.636
C: -17.782 1.012 -4.305
C: -19.188 1.103 -3.912
N: -19.894 2.255 -3.644
C: -21.140 1.864 -3.207
C: -21.212 0.485 -3.202
N: -20.002 -0.001 -3.651
H: -14.968 2.913 -4.885
H: -14.004 0.630 -5.497
H: -15.459 -1.336 -5.180
H: -17.789 -1.149 -4.619
H: -21.926 2.597 -2.921
H: -21.991 -0.242 -2.985
H: -19.721 -0.986 -3.761
S: -21.203 5.044 -5.621
C: -22.813 4.625 -5.297
C: -23.716 4.261 -6.368
C: -25.010 3.827 -6.166
C: -25.529 3.818 -4.857
C: -24.717 4.166 -3.751
C: -23.364 4.578 -3.944
S: -22.406 5.058 -2.606
H: -23.238 4.307 -7.350
H: -25.594 3.485 -7.009
H: -26.551 3.501 -4.661
H: -25.116 4.130 -2.734
Cl: -19.183 12.805 -4.140
C: -19.368 11.148 -3.793
C: -20.202 10.807 -2.701
C: -20.363 9.512 -2.313
Cl: -21.416 9.183 -0.997
C: -19.618 8.429 -2.957
O: -19.703 7.254 -2.549
C: -18.789 8.786 -4.129
C: -18.166 7.797 -4.883
O: -18.186 6.577 -4.788
C: -18.708 10.147 -4.515
H: -20.720 11.565 -2.131
H: -17.546 8.209 -5.696
H: -18.066 10.390 -5.347
C: -20.153 4.173 0.334
N: -18.860 4.102 -0.381
C: -18.302 2.787 -0.099
C: -18.004 5.194 0.104
C: -16.587 5.179 -0.485
N: -16.450 6.128 -1.609
C: -15.111 6.036 -2.194
C: -16.590 7.490 -1.084
H: -20.052 4.052 1.444
H: -20.803 3.373 -0.082
H: -20.617 5.141 0.126
H: -17.933 2.694 0.959
H: -17.473 2.553 -0.799
H: -19.084 2.020 -0.315
H: -17.935 5.250 1.235
H: -18.494 6.134 -0.169
H: -16.406 4.173 -0.934
H: -15.796 5.292 0.297
H: -14.354 6.217 -1.417
H: -14.973 6.833 -2.945
H: -14.976 5.050 -2.641
H: -15.989 7.583 -0.164
H: -17.639 7.690 -0.897
H: -16.170 8.183 -1.819

Atomic partial charges in e from the Löwdin method, atoms 1 to 2:
1 Sr 1.268
2 O -0.252

=====

Energies, relative to the best one, in kcal/mol: arrangement 1 23.6; arrangement 2 0.0.

=====

Arrangement 1

Formula: C2H3FS
Source: the Open Molecules 2025 dataset
Level of theory: ωB97M-V/def2-TZVPD

Summary:
- HOMO level (eV) = -9.44

Atoms and positions in Å:
C: -2.253 0.328 0.676
C: 1.338 -0.012 0.045
F: -3.044 -0.104 -0.296
S: -0.699 -0.347 -0.138
H: 1.858 -0.841 0.582
H: 1.248 1.066 0.162
H: 1.552 -0.092 -1.031

Atomic partial charges in e from the Löwdin method, atoms 1 to 2:
1 C -0.318
2 C -0.246

=====

Arrangement 2

Formula: C2H3FS
Source: the Open Molecules 2025 dataset
Level of theory: ωB97M-V/def2-TZVPD

Summary:
- HOMO level (spin up / spin down) (eV) = -9.03 / -8.94

Atoms and positions in Å:
C: 2.768 -0.225 0.302
C: -0.003 -0.111 -0.084
F: 2.905 -1.525 0.032
S: 3.776 0.925 -0.114
H: 0.269 -0.641 -0.921
H: 0.019 0.960 -0.050
H: -0.432 -0.582 0.776

Atomic partial charges in e from the Löwdin method, atoms 1 to 2:
1 C -0.698
2 C 0.107

=====

Arrangement 3

Formula: C2H3FS
Source: the Open Molecules 2025 dataset
Level of theory: ωB97M-V/def2-TZVPD

Summary:
- HOMO level (spin up / spin down) (eV) = -9.14 / -9.30

Atoms and positions in Å:
C: -0.360 -0.472 0.572
C: 0.341 0.450 -0.328
F: 0.830 1.643 0.093
S: 1.303 -0.928 -0.111
H: -0.323 -0.270 1.601
H: -1.235 -1.189 0.272
H: -0.556 0.766 -2.099

Atomic partial charges in e from the Löwdin method, atoms 1 to 2:
1 C -0.364
2 C -0.809

=====

Energies, relative to the best one, in kcal/mol: arrangement 1 0.0; arrangement 2 1.5; arrangement 3 5.5.